This record from OMol25 describes a 2-piece molecular cluster, CH6NO2 overall. The level of theory is ωB97M-V/def2-TZVPD.

Each line ends with the Löwdin charge.
Positions of all 10 atoms, in Å:
N -1.815 -0.625 -0.084  0.289
H -2.314 -1.421 0.304  0.150
H -2.414 0.194 0.012  0.151
H -1.657 -0.875 -1.068  0.156
H -0.868 -0.307 0.298  0.078
O 0.441 0.408 0.837  0.048
C 1.560 0.617 0.428  -0.318
O 1.902 0.405 -0.823  0.143
H 2.313 1.087 1.072  0.163
H 2.852 0.517 -0.975  0.141

## Properties
F_max, Eh/bohr: 0.0155
Orbital gap, eV: 12.328
E_LUMO, eV: -3.58
Total charge: +1
Relative energy (zero: lowest compared OMol25 entry of this formula, charge and spin), kcal per mole: 0.00